Record 1
Molecular formula: C28H28IrN5O5S
Method: DFT, ωB97M-V with the def2-TZVPD basis set

```
68
Properties=species:S:1:pos:R:3:nbo_charge:R:1
Ir 0.62 -0.13 -0.14 0.5438
C 5.07 2.18 -4.94 -0.6468
C 4.29 2.31 -3.68 0.0310
C 4.91 2.58 -2.46 -0.1582
C 4.18 2.70 -1.30 -0.2091
C 2.80 2.58 -1.34 -0.3412
C 2.15 2.34 -2.54 -0.1668
C 2.89 2.19 -3.70 -0.2058
S 1.92 2.85 0.19 2.3082
O 1.53 4.22 0.30 -0.9073
O 2.65 2.26 1.27 -0.9264
N 0.51 1.91 -0.06 -0.7283
C -0.69 2.51 -0.12 0.4245
C -1.12 3.59 0.66 -0.1593
C -2.40 4.13 0.60 -0.1688
C -3.56 3.62 0.04 -0.0581
C -3.81 2.28 -0.32 -0.0518
N -1.56 1.96 -1.04 -0.5913
H 6.13 2.06 -4.74 0.2280
H 4.93 3.07 -5.55 0.2462
H 4.73 1.33 -5.54 0.2331
H 5.99 2.71 -2.44 0.2213
H 4.65 2.89 -0.35 0.2387
H 1.07 2.29 -2.57 0.2103
H 2.39 1.99 -4.63 0.2294
H -0.39 4.05 1.30 0.2829
H -2.52 5.08 1.12 0.2611
H -4.43 4.27 0.06 0.2476
H -5.31 1.55 -1.60 0.2575
O -7.90 -0.17 0.86 -0.6233
C -7.19 0.93 0.69 0.7289
O -7.63 2.03 0.85 -0.4941
C -5.75 0.76 0.29 0.1236
C -5.22 1.87 -0.55 -0.5069
C -2.74 1.39 -0.50 0.3988
C -2.66 0.02 -0.16 0.0122
C -3.71 -0.67 0.51 -0.0298
C -5.02 -0.30 0.77 -0.3044
N -1.46 -0.65 -0.32 -0.4394
C -1.57 -1.99 -0.46 0.1323
C -0.45 -2.81 -0.25 0.0711
C -0.55 -4.21 -0.17 -0.1517
C 0.57 -4.95 0.10 -0.1471
C 1.79 -4.28 0.28 -0.1804
C 1.82 -2.90 0.19 0.0693
N 0.74 -2.15 -0.07 -0.3910
H -7.46 -0.99 0.59 0.4976
H -5.89 2.72 -0.42 0.2970
H -1.09 1.32 -1.69 0.4319
H -3.40 -1.60 0.97 0.2350
H -5.55 -0.98 1.44 0.2430
H -2.51 -2.43 -0.76 0.2172
H -1.51 -4.68 -0.32 0.2414
H 0.53 -6.03 0.19 0.2539
H 2.69 -4.82 0.50 0.2522
H 2.75 -2.38 0.33 0.2230
C 5.99 0.21 1.15 -0.4095
N 4.91 -0.07 0.24 -0.3713
C 5.31 -0.40 -1.11 -0.4304
C 3.65 0.04 0.59 0.5606
O 2.70 -0.06 -0.23 -0.6965
H 6.72 -0.60 1.14 0.2227
H 5.62 0.34 2.17 0.2286
H 6.50 1.12 0.85 0.2165
H 5.93 0.39 -1.52 0.2218
H 4.43 -0.54 -1.73 0.2407
H 5.90 -1.32 -1.09 0.2192
H 3.47 0.20 1.66 0.1927
```

Strongest force on any atom, hartree/bohr: 0.0670
Relative energy (zero: lowest compared OMol25 entry of this formula, charge and spin), eV: 5.040
HOMO (alpha / beta), eV: -12.96 / -12.97
Charge: +2
Orbital gap (alpha / beta), eV: 4.12 / 4.13
E_tot, eV: -60834.66148
LUMO level (alpha / beta), eV: -8.84 / -8.84

Record 2
Molecular formula: C28H28N2ReSi
Method: DFT, ωB97M-V with the def2-TZVPD basis set

```
60
Properties=species:S:1:pos:R:3:mulliken_charge:R:1
C -1.34 -1.61 3.57 -0.4003
C -1.80 -1.84 2.21 -0.3844
C -0.71 -2.47 1.49 -0.4294
H -2.81 -1.68 1.84 0.5146
C 0.42 -2.57 2.39 -0.3542
C 0.01 -2.05 3.68 -0.3811
H 0.62 -2.07 4.58 0.4690
H -1.97 -1.22 4.38 0.4514
H -0.77 -2.88 0.50 0.6452
H 1.36 -3.09 2.19 0.5651
Re -0.12 -0.58 2.10 1.2469
C 0.20 -0.12 0.10 -1.9121
H 0.99 -0.76 -0.32 0.6198
H 0.48 0.94 0.14 0.5121
H -0.73 -0.27 -0.46 0.7202
Si 0.58 0.65 -3.34 0.3060
C -1.09 0.90 -4.15 0.2379
C -2.06 -0.10 -3.94 -0.0472
H -1.80 -1.02 -3.42 0.3500
C -3.36 0.08 -4.43 -0.7018
H -4.12 -0.68 -4.23 0.3652
C -3.69 1.22 -5.17 -0.4075
H -4.72 1.36 -5.53 0.3796
C -2.70 2.16 -5.47 -0.4826
H -2.95 3.02 -6.09 0.3692
C -1.39 1.99 -4.99 -0.3688
H -0.60 2.69 -5.27 0.3420
C 1.23 -0.99 -3.97 0.3700
C 0.92 -1.61 -5.20 -0.2390
H 0.32 -1.09 -5.96 0.3973
C 1.40 -2.90 -5.48 -0.4772
H 1.13 -3.40 -6.41 0.3780
C 2.23 -3.57 -4.56 -0.4356
H 2.56 -4.59 -4.76 0.3800
C 2.63 -2.90 -3.40 -0.6126
H 3.32 -3.39 -2.71 0.3683
C 2.18 -1.61 -3.13 -0.5552
H 2.57 -1.06 -2.27 0.4388
H 0.44 0.78 -1.85 -0.0818
H 1.59 1.72 -3.74 -0.2175
C 3.83 0.49 3.89 -0.7880
C 3.52 1.49 4.83 -0.5426
C 2.23 2.01 4.84 -0.8419
C 1.27 1.48 3.96 0.7765
N 1.56 0.49 3.08 -0.2072
C 2.83 0.02 3.04 -0.1509
C -0.13 1.92 3.95 0.8108
C -0.62 2.92 4.79 -0.7751
C -1.98 3.24 4.75 -0.5882
C -2.80 2.56 3.83 -0.7502
C -2.26 1.56 3.03 -0.1398
N -0.93 1.26 3.07 -0.2958
H 4.82 0.04 3.80 0.4101
H 4.27 1.87 5.52 0.4783
H 1.91 2.84 5.48 0.3842
H 3.04 -0.75 2.30 0.5053
H 0.10 3.42 5.44 0.3955
H -2.39 4.00 5.41 0.4766
H -3.86 2.76 3.72 0.4188
H -2.86 0.98 2.33 0.4855
```

Strongest force on any atom, hartree/bohr: 0.1574
Relative energy (zero: lowest compared OMol25 entry of this formula, charge and spin), eV: 0.197
HOMO (alpha / beta), eV: -12.76 / -12.75
Charge: +2
Orbital gap (alpha / beta), eV: 5.56 / 3.73
2S+1: 4
E_tot, eV: -42460.51115
LUMO level (alpha / beta), eV: -7.19 / -9.02

Q: Which of these has the highest strongest force on any atom?
A: C28H28N2ReSi

Repeat the second record exactly.
Molecular formula: C28H28N2ReSi
Method: DFT, ωB97M-V with the def2-TZVPD basis set

```
60
Properties=species:S:1:pos:R:3:mulliken_charge:R:1
C -1.34 -1.61 3.57 -0.4003
C -1.80 -1.84 2.21 -0.3844
C -0.71 -2.47 1.49 -0.4294
H -2.81 -1.68 1.84 0.5146
C 0.42 -2.57 2.39 -0.3542
C 0.01 -2.05 3.68 -0.3811
H 0.62 -2.07 4.58 0.4690
H -1.97 -1.22 4.38 0.4514
H -0.77 -2.88 0.50 0.6452
H 1.36 -3.09 2.19 0.5651
Re -0.12 -0.58 2.10 1.2469
C 0.20 -0.12 0.10 -1.9121
H 0.99 -0.76 -0.32 0.6198
H 0.48 0.94 0.14 0.5121
H -0.73 -0.27 -0.46 0.7202
Si 0.58 0.65 -3.34 0.3060
C -1.09 0.90 -4.15 0.2379
C -2.06 -0.10 -3.94 -0.0472
H -1.80 -1.02 -3.42 0.3500
C -3.36 0.08 -4.43 -0.7018
H -4.12 -0.68 -4.23 0.3652
C -3.69 1.22 -5.17 -0.4075
H -4.72 1.36 -5.53 0.3796
C -2.70 2.16 -5.47 -0.4826
H -2.95 3.02 -6.09 0.3692
C -1.39 1.99 -4.99 -0.3688
H -0.60 2.69 -5.27 0.3420
C 1.23 -0.99 -3.97 0.3700
C 0.92 -1.61 -5.20 -0.2390
H 0.32 -1.09 -5.96 0.3973
C 1.40 -2.90 -5.48 -0.4772
H 1.13 -3.40 -6.41 0.3780
C 2.23 -3.57 -4.56 -0.4356
H 2.56 -4.59 -4.76 0.3800
C 2.63 -2.90 -3.40 -0.6126
H 3.32 -3.39 -2.71 0.3683
C 2.18 -1.61 -3.13 -0.5552
H 2.57 -1.06 -2.27 0.4388
H 0.44 0.78 -1.85 -0.0818
H 1.59 1.72 -3.74 -0.2175
C 3.83 0.49 3.89 -0.7880
C 3.52 1.49 4.83 -0.5426
C 2.23 2.01 4.84 -0.8419
C 1.27 1.48 3.96 0.7765
N 1.56 0.49 3.08 -0.2072
C 2.83 0.02 3.04 -0.1509
C -0.13 1.92 3.95 0.8108
C -0.62 2.92 4.79 -0.7751
C -1.98 3.24 4.75 -0.5882
C -2.80 2.56 3.83 -0.7502
C -2.26 1.56 3.03 -0.1398
N -0.93 1.26 3.07 -0.2958
H 4.82 0.04 3.80 0.4101
H 4.27 1.87 5.52 0.4783
H 1.91 2.84 5.48 0.3842
H 3.04 -0.75 2.30 0.5053
H 0.10 3.42 5.44 0.3955
H -2.39 4.00 5.41 0.4766
H -3.86 2.76 3.72 0.4188
H -2.86 0.98 2.33 0.4855
```

Strongest force on any atom, hartree/bohr: 0.1574
Relative energy (zero: lowest compared OMol25 entry of this formula, charge and spin), eV: 0.197
HOMO (alpha / beta), eV: -12.76 / -12.75
Charge: +2
Orbital gap (alpha / beta), eV: 5.56 / 3.73
2S+1: 4
E_tot, eV: -42460.51115
LUMO level (alpha / beta), eV: -7.19 / -9.02

Q: Which value of E_tot does entry 1 give?
A: -60834.66148 eV